24
Properties=species:S:1:pos:R:3 method="wB97M-V/def2-TZVPD" e_homo_ev=-8.05 orbital_gap_ev=8.9 smiles=Cc1ccc(O)cc1.CC
C 0.17637 -0.80129 -1.98961
C -0.24544 -1.37034 -0.63352
C 0.26951 -2.63040 -0.32183
C -0.00739 -3.06464 0.94190
C -0.77914 -2.22391 1.80547
O -0.68827 -2.66481 3.08051
C -1.18396 -0.91850 1.52181
C -1.02612 -0.54719 0.15225
H 0.58426 -1.43971 -2.76434
H 0.93291 -0.00904 -1.65749
H -0.67485 -0.14744 -2.20920
H 0.85111 -3.19102 -1.03177
H 0.55793 -3.93625 1.41219
H -1.20630 -2.28521 3.87235
H -1.35076 -0.18603 2.34946
H -1.37108 0.46180 -0.13699
C 0.52441 3.35618 -1.27966
C 0.78634 2.86574 0.18054
H 0.10179 2.56087 -1.89043
H -0.12275 4.22017 -1.30189
H 1.37679 3.77606 -1.91890
H 0.15206 1.92128 0.33581
H 0.53696 3.71080 1.01555
H 1.80563 2.54288 0.46776

***

24
Properties=species:S:1:pos:R:3 method="wB97M-V/def2-TZVPD" e_homo_ev=-8.24 orbital_gap_ev=9.1 smiles=Cc1ccc(O)cc1.CC
C 1.70899 1.48402 -1.37242
C 1.11982 0.23902 -0.70619
C 0.77732 -0.82031 -1.58707
C 0.19479 -1.96733 -1.17036
C 0.12301 -2.10147 0.24336
O 0.03689 -3.30928 0.88126
C 0.15764 -1.00227 1.06476
C 0.63850 0.26258 0.57509
H 2.48954 1.22178 -2.08000
H 2.31510 2.00107 -0.60676
H 0.95704 2.23181 -1.61002
H 0.91111 -0.58692 -2.63786
H -0.33484 -2.73791 -1.71387
H -0.24023 -4.01528 0.28338
H -0.30170 -0.90094 2.03598
H 0.57964 1.11230 1.23531
C -1.47631 3.40550 0.55411
C -2.45389 2.38622 1.25383
H -1.13469 2.94835 -0.36952
H -2.00294 4.33525 0.30921
H -0.74607 3.82986 1.24965
H -1.85021 1.80271 1.94677
H -2.79286 1.78159 0.42266
H -3.08782 3.04324 1.82952

***

28
Properties=species:S:1:pos:R:3 method="wB97M-V/def2-TZVPD" charge=-1 e_homo_ev=-3.32 orbital_gap_ev=6.7 smiles="CCOP([O-])C[C@H](C)/C(C)=C1/OC1=O"
C 2.28520 1.26216 -2.77455
C 0.79922 1.64966 -3.07547
O -0.10265 0.68143 -2.62461
P -0.88724 0.95400 -1.09803
O -0.53407 2.37393 -0.60955
C 0.47670 -0.04813 -0.21160
C 0.12307 -0.03741 1.33131
C 1.13561 -0.88855 2.10393
C -1.23600 -0.59884 1.41410
C -2.42898 0.26731 1.28801
C -1.49538 -1.87909 1.65835
O -2.79943 -2.65678 1.77842
C -1.59810 -3.24629 1.98351
O -1.06639 -4.26460 2.31244
H 2.46944 1.52402 -1.79340
H 2.57740 0.27097 -2.92453
H 3.02127 1.75511 -3.30697
H 0.70215 1.63337 -4.11063
H 0.56037 2.67423 -2.73279
H 1.45318 0.37822 -0.12042
H 0.62553 -1.03976 -0.56116
H 0.08894 0.98214 1.61249
H 0.98068 -0.94255 3.13138
H 2.06421 -0.45509 1.91348
H 1.04382 -1.84077 1.72424
H -2.91925 0.42262 2.19020
H -3.14596 -0.19422 0.64757
H -2.19336 1.26294 0.85428

***

26
Properties=species:S:1:pos:R:3 method="wB97M-V/def2-TZVPD" e_homo_ev="-7.56 / -7.56" orbital_gap_ev="7.6 / 7.6"
C -0.51259 -0.26820 2.08560
C -1.05843 0.94158 2.27809
C 0.04185 -0.56797 0.80672
C 0.07929 0.04958 -0.39647
C -1.07889 2.08299 1.38355
C -0.70753 2.12299 0.12920
C 2.00902 -3.66383 -1.55693
C 0.48704 -3.28506 -1.40157
C 2.56096 -2.32994 -1.00564
Si 0.88904 -1.64977 -0.43951
Si -1.97971 3.67867 2.06458
Si -0.61050 2.62269 -1.62858
H -0.63487 -0.96677 2.95697
H -1.60958 1.15133 3.29935
H 2.38029 -4.45987 -1.07036
H 2.11823 -3.77914 -2.56436
H -0.25233 -3.27194 -2.13485
H 0.05991 -4.11432 -0.81595
H 3.51814 -2.43740 -0.48482
H 2.79753 -1.75438 -1.89207
H -2.07331 4.67805 1.06517
H -1.22115 4.08018 3.18007
H -3.21289 3.25540 2.50074
H -1.48970 1.50048 -2.31016
H 0.74790 2.56105 -2.08809
H -1.24770 3.82361 -1.96069

***

Values of energy, in order: -426.4961, -426.5150, -993.6207, -1219.5192, all in hartree.